Version i
C3H6S2 | ωB97M-V with the def2-TZVPD basis set

```
! RIJCOSX wB97M-V def2-TZVPD def2/J DEFGRID3
* xyz 0 1
C 1.38710 -0.27433 -0.43328
C 0.26142 -0.23464 0.62835
C -0.94215 0.53271 0.16749
H 2.07426 -1.07947 -0.22313
H 1.03204 -0.46518 -1.45967
H 1.94055 0.64568 -0.43400
H -0.11664 -1.23193 0.90059
H 0.70640 0.14729 1.55045
H -3.17295 0.32823 -0.60140
S -2.27710 -0.53742 -0.08206
S -0.89293 2.16906 -0.01334
*
```

SMILES string   CCC(=S)S
E_LUMO   -0.19 eV
E_HOMO   -8.66 eV


Version ii
C3H6S2 | ωB97M-V with the def2-TZVPD basis set

```
! RIJCOSX wB97M-V def2-TZVPD def2/J DEFGRID3
* xyz 0 1
C 1.40905 -0.69142 -0.96329
C -0.49889 0.39403 0.08913
C -1.26077 0.71918 1.36397
H 1.10493 -1.79782 -0.78124
H 2.31362 -0.69529 -1.37731
H 0.87731 -0.43315 -1.82469
H -0.90975 0.46198 -0.98378
H -0.58232 -0.59884 0.45856
H -0.91055 0.43467 2.39879
S 1.23906 0.82479 0.17562
S -2.78168 1.38188 1.44424
*
```

SMILES string   CSCC=S
E_LUMO   -0.18 eV
E_HOMO   -8.62 eV


Bottom line: version i, by a margin of 225.6 kJ/mol.